(1)
Molecular formula: C28H41BBr21N2O7S
Method: DFT, ωB97M-V/def2-TZVPD

The strongest force on any atom comes out at 0.066 Eh/bohr. The value obtained for the total energy is -1529407.775 eV. The value obtained for the gap between HOMO and LUMO is 7.8 eV. Its spin multiplicity is 1. As for the charge: +1.

The geometry in XYZ format:
```
101
Properties=species:S:1:pos:R:3:forces:R:3:lowdin_charge:R:1
C 5.389 -0.954 5.521 -0.319 -0.563 0.782 0.00
C 4.925 0.175 5.011 0.031 0.076 -0.259 -0.22
C 3.460 0.617 5.070 0.540 0.762 0.516 -0.10
C 2.874 0.634 3.638 3.374 0.262 0.202 -0.13
N 2.271 -0.607 3.078 -1.546 1.379 -0.037 0.09
C 2.630 -1.967 3.485 0.155 -0.416 0.939 -0.06
C 1.412 -2.912 3.765 0.968 -0.184 0.341 -0.02
C 1.688 -4.283 3.135 0.948 0.567 0.536 -0.51
O 0.910 -4.927 2.541 -1.521 -0.623 -0.803 0.17
O 2.966 -4.796 3.353 -0.092 0.807 0.170 0.07
C 1.427 -0.238 2.170 -1.274 0.353 -1.642 -0.08
C 0.568 -1.103 1.255 0.488 -0.260 -0.541 -0.01
C 1.375 -2.149 0.411 -0.185 0.401 -0.159 -0.14
O 2.751 -1.791 0.460 -0.240 -0.509 0.361 -0.21
C 3.596 -2.820 -0.055 1.030 0.585 0.202 -0.24
C 5.038 -2.263 0.021 -0.517 0.409 0.088 -0.05
C 1.253 1.261 1.980 -1.326 -0.044 1.382 -0.15
C 1.394 1.820 0.543 1.276 -0.796 -0.530 -0.10
C 2.716 1.424 -0.197 -0.004 1.074 0.002 -0.14
C 2.461 1.385 -1.726 0.979 -0.373 -0.198 -0.07
C 1.721 0.135 -2.170 0.946 0.547 -0.227 -0.54
O 0.530 0.081 -2.208 -1.734 -0.050 0.194 0.09
O 2.459 -0.920 -2.562 0.362 0.301 0.117 0.08
B -0.300 1.661 2.380 -1.123 0.223 0.494 -0.41
O -0.967 2.633 1.626 0.733 -1.221 -0.105 0.14
C -1.113 0.982 3.560 0.348 0.037 -0.076 -0.15
C -2.433 0.272 3.101 0.580 0.153 0.500 -0.09
C 2.132 1.876 3.133 -0.621 0.595 -1.459 -0.34
O 2.943 2.867 2.481 0.907 -0.941 0.370 -0.02
N 1.410 2.664 4.190 0.064 -1.794 -1.736 0.14
C 1.972 3.717 4.402 0.415 1.532 2.136 -0.74
S 2.697 4.969 4.997 -0.459 -0.372 -0.575 0.79
H 6.296 -1.466 5.193 0.169 0.703 0.549 0.07
H 4.842 -1.393 6.370 -0.100 -0.500 -0.841 0.08
H 5.641 0.864 4.529 -0.814 -0.788 -0.456 -0.01
H 2.870 0.049 5.805 0.117 0.123 -0.308 0.13
H 3.486 1.672 5.407 -0.414 -0.375 -0.111 0.11
H 3.807 0.699 3.024 -0.361 -0.054 0.247 0.16
H 3.197 -1.902 4.426 -0.157 0.296 -0.487 0.11
H 3.346 -2.383 2.761 -0.473 0.352 -0.010 0.12
H 0.441 -2.491 3.493 0.303 -0.339 -0.193 0.11
H 1.377 -3.093 4.855 -0.024 0.100 -0.416 0.14
H 3.563 -4.482 2.657 -0.022 -0.256 0.157 0.09
H 0.094 -0.441 0.512 0.200 -0.031 0.514 0.12
H -0.269 -1.571 1.799 0.455 0.089 -0.031 0.13
H 1.198 -3.183 0.750 0.136 0.338 -0.081 0.12
H 1.055 -2.040 -0.643 -0.182 -0.351 0.496 0.12
H 3.293 -3.033 -1.092 0.162 -0.282 0.386 0.13
H 3.546 -3.719 0.596 -0.350 0.185 -0.469 0.11
H 5.799 -3.054 0.017 -0.256 0.239 -0.219 0.08
H 5.210 -1.528 -0.784 0.045 -0.469 0.175 0.08
H 5.144 -1.692 0.964 -0.037 -0.389 -0.277 0.07
H 1.343 2.917 0.542 -0.208 -0.434 0.304 0.14
H 0.555 1.469 -0.080 0.185 0.116 0.410 0.11
H 3.428 2.255 -0.036 -0.195 -0.433 -0.033 0.12
H 3.213 0.520 0.188 -0.432 0.102 -0.288 0.11
H 1.884 2.274 -2.026 -0.050 -0.479 0.162 0.14
H 3.416 1.454 -2.275 -0.292 -0.187 0.295 0.13
H 1.826 -1.567 -2.930 0.089 0.056 -0.011 0.04
H -1.624 2.164 1.084 -0.233 0.610 0.215 0.13
H -0.442 0.332 4.157 -0.475 -0.006 -0.172 0.09
H -1.407 1.804 4.242 0.231 -0.323 -0.249 0.12
H -2.736 -0.419 3.902 -0.111 0.144 -0.442 0.08
H -2.313 -0.290 2.158 -0.169 0.174 0.353 0.07
H -3.217 1.034 2.994 0.157 -0.365 -0.171 0.08
H 3.875 2.600 2.435 -0.237 0.030 -0.015 0.08
C -0.578 -1.216 -5.350 -0.101 0.302 -0.076 -1.62
Br -0.020 -2.762 -4.333 -0.008 -0.054 -0.056 0.63
Br 0.704 -0.763 -6.719 -0.096 -0.092 0.145 0.59
Br -2.350 -1.443 -6.069 0.170 -0.114 0.049 0.58
H -0.615 -0.382 -4.660 0.040 -0.106 0.028 -0.04
C 3.718 8.344 7.210 -0.045 0.070 0.074 -1.64
Br 3.949 7.345 8.844 0.006 0.074 -0.160 0.57
Br 3.949 10.238 7.486 0.014 -0.211 -0.030 0.59
Br 4.866 7.682 5.802 -0.007 0.091 0.105 0.53
H 2.697 8.192 6.885 0.075 0.004 0.005 -0.03
C -6.439 -0.986 -7.444 -0.003 0.071 -0.106 -1.61
Br -7.132 -0.546 -5.696 0.039 -0.062 -0.140 0.57
Br -5.648 -2.747 -7.478 -0.073 0.162 0.321 0.52
Br -7.773 -0.774 -8.818 0.104 -0.056 0.189 0.55
H -5.647 -0.279 -7.659 -0.034 -0.063 0.016 -0.03
C -4.322 -1.571 -11.694 -0.074 -0.036 -0.044 -1.62
Br -5.336 -3.038 -10.964 0.102 0.110 -0.324 0.54
Br -5.468 -0.222 -12.462 0.100 -0.112 0.116 0.57
Br -3.116 -0.823 -10.381 -0.122 -0.041 -0.033 0.55
H -3.714 -1.968 -12.497 -0.012 0.047 0.068 -0.03
C -11.976 -1.517 -8.816 -0.055 0.014 0.031 -1.62
Br -11.704 -2.422 -7.134 0.138 0.086 -0.135 0.54
Br -11.613 0.374 -8.677 -0.011 -0.169 -0.002 0.55
Br -10.964 -2.339 -10.239 -0.069 0.073 0.107 0.56
H -13.023 -1.621 -9.068 0.065 0.006 0.029 -0.03
C -15.249 -2.172 -4.849 0.025 0.023 0.001 -1.64
Br -16.836 -2.310 -3.761 0.134 0.026 -0.122 0.57
Br -15.419 -3.167 -6.493 -0.094 0.071 0.114 0.55
Br -14.761 -0.333 -5.177 -0.060 -0.154 0.001 0.55
H -14.439 -2.620 -4.288 -0.050 0.031 -0.044 -0.03
C 8.078 3.301 4.707 0.324 -0.033 -0.004 -1.59
Br 8.591 1.696 5.645 -0.096 0.126 -0.123 0.61
Br 9.349 3.774 3.338 -0.189 -0.086 0.130 0.61
Br 6.282 3.165 3.996 0.114 0.538 -0.044 0.64
H 8.069 4.107 5.430 -0.093 -0.051 -0.054 -0.02
```
Forces are in eV/Å.


(2)
Molecular formula: C28H41CoF5N5S
Method: DFT, ωB97M-V/def2-TZVPD

The strongest force on any atom comes out at 0.009 Eh/bohr. The value obtained for the total energy is -99199.544 eV. The expectation value of S² is 3.7713. The value obtained for the gap between HOMO and LUMO (spin up / spin down) is 3.8 / 5.9 eV. Its spin multiplicity is 4. As for the charge: -1.

The geometry in XYZ format:
```
81
Properties=species:S:1:pos:R:3:forces:R:3:lowdin_charge:R:1
Co -0.199 0.202 1.421 -0.239 0.002 0.017 0.40
C -1.431 1.147 4.456 0.018 -0.012 -0.002 -0.18
C -0.248 0.182 4.481 -0.067 -0.035 0.015 -0.22
N 0.671 0.297 3.345 0.038 0.296 -0.064 -0.13
C 1.507 1.524 3.403 -0.202 0.033 -0.277 -0.17
C 1.214 2.492 2.245 0.035 -0.196 0.190 -0.19
N 1.213 1.749 0.989 -0.037 0.003 0.189 -0.11
C 0.828 2.514 -0.187 0.000 -0.001 -0.196 -0.22
C 1.123 1.740 -1.475 0.082 -0.034 -0.021 -0.15
C 0.750 0.252 -1.558 -0.025 -0.018 0.193 -0.19
N -1.283 -0.026 -0.351 -0.031 0.103 0.177 -0.08
C -2.451 0.869 -0.339 -0.050 0.011 0.081 -0.16
C -3.088 0.819 1.041 0.106 0.040 -0.031 -0.19
N -2.100 1.184 2.073 -0.054 -0.008 -0.213 -0.10
C -2.513 0.835 3.429 -0.002 0.011 0.049 -0.23
H -1.075 2.175 4.316 -0.009 0.000 0.005 0.11
H -1.895 1.123 5.446 0.013 0.009 0.004 0.11
H -0.628 -0.845 4.488 0.024 0.030 0.002 0.12
H 0.304 0.322 5.420 0.010 0.003 0.003 0.11
H 1.328 -0.488 3.445 0.067 -0.038 0.015 -0.02
H 2.552 1.220 3.352 0.081 -0.052 -0.010 0.10
H 1.390 2.042 4.361 -0.051 -0.013 -0.021 0.12
H 1.952 3.308 2.255 -0.013 -0.013 0.003 0.12
H 0.223 2.949 2.355 0.063 -0.035 0.018 0.10
H 2.127 1.339 0.829 0.080 -0.054 0.041 0.11
H 1.369 3.473 -0.220 -0.060 -0.004 -0.067 0.12
H -0.238 2.749 -0.111 0.039 -0.035 0.045 0.10
H 2.199 1.810 -1.668 0.042 -0.002 0.025 0.11
H 0.620 2.257 -2.295 0.021 0.011 -0.055 0.10
H 1.229 -0.319 -0.743 -0.081 0.057 -0.023 0.09
H 1.176 -0.130 -2.478 0.132 -0.082 -0.125 0.10
H -1.708 -0.958 -0.296 0.066 0.006 0.004 0.07
H -3.164 0.556 -1.110 -0.021 0.038 0.017 0.12
H -2.113 1.878 -0.581 -0.016 0.015 -0.002 0.11
H -3.411 -0.205 1.246 0.001 -0.026 0.018 0.11
H -3.982 1.455 1.079 0.019 -0.034 0.002 0.12
H -1.943 2.187 2.033 0.014 -0.032 -0.032 0.12
H -2.727 -0.238 3.442 0.006 0.006 -0.003 0.12
H -3.446 1.350 3.707 0.001 -0.016 -0.012 0.11
F 6.846 1.241 0.564 0.040 0.032 -0.037 0.10
C 6.027 0.583 1.399 -0.025 -0.068 0.229 -0.16
C 4.791 0.138 0.973 0.065 0.060 -0.178 -0.16
F 4.409 0.382 -0.294 -0.057 -0.019 0.022 0.09
C 3.957 -0.543 1.836 -0.088 -0.146 0.250 -0.27
F 2.766 -0.945 1.342 0.074 0.054 -0.020 0.04
C 4.273 -0.809 3.178 0.059 0.105 -0.016 -0.63
S 3.187 -1.595 4.279 0.124 0.026 -0.099 0.53
C 5.544 -0.340 3.564 -0.179 -0.044 -0.098 -0.26
F 5.960 -0.530 4.821 0.084 0.020 0.052 0.06
C 6.399 0.335 2.712 -0.105 -0.048 -0.129 -0.16
F 7.598 0.759 3.140 0.023 0.010 0.050 0.10
C -2.469 -3.271 0.306 -0.115 -0.011 0.112 -0.09
C -1.627 -3.186 -0.968 -0.261 -0.104 -0.091 -0.40
C -0.167 -3.149 -0.586 0.390 0.127 0.161 -0.08
C -2.075 -2.068 -1.923 -0.237 -0.219 -0.043 -0.22
C -3.371 -2.177 -2.418 0.117 0.041 -0.059 -0.11
C -3.807 -1.485 -3.542 -0.274 -0.105 0.057 -0.15
C -2.838 -0.808 -4.308 0.240 -0.006 -0.016 -0.10
C -1.550 -0.654 -3.865 -0.189 -0.016 -0.073 -0.19
C -0.515 -0.047 -4.803 -0.024 0.189 0.050 -0.39
C -0.787 1.435 -5.083 0.046 -0.069 0.030 -0.08
C -0.398 -0.825 -6.116 -0.001 -0.041 0.043 -0.08
C -1.187 -1.086 -2.524 -0.074 0.068 -0.446 -0.15
N -0.676 0.003 -1.651 0.286 0.138 0.339 -0.08
H -2.278 -4.211 0.831 0.001 -0.002 0.051 0.07
H -3.534 -3.210 0.086 -0.056 -0.021 0.030 0.06
H -2.223 -2.459 1.003 0.017 -0.010 -0.011 0.06
H -1.787 -4.135 -1.506 0.018 0.078 0.048 0.13
H 0.061 -2.281 0.049 0.041 -0.070 -0.116 0.05
H 0.467 -3.103 -1.470 0.078 0.053 -0.017 0.08
H 0.092 -4.037 -0.005 0.048 -0.006 -0.021 0.08
H -4.042 -2.902 -1.961 -0.047 -0.011 -0.004 0.09
H -4.825 -1.586 -3.898 0.016 -0.012 0.007 0.06
H -3.111 -0.450 -5.299 -0.009 -0.002 -0.013 0.09
H 0.458 -0.123 -4.313 0.007 0.038 0.011 0.10
H -1.751 1.560 -5.580 -0.022 -0.015 -0.024 0.07
H -0.013 1.870 -5.723 0.015 0.013 -0.012 0.07
H -0.825 1.995 -4.150 -0.017 0.046 0.054 0.06
H -1.330 -0.782 -6.682 -0.019 0.000 -0.001 0.06
H -0.179 -1.876 -5.915 -0.006 0.011 -0.024 0.08
H 0.397 -0.416 -6.746 0.016 0.004 -0.006 0.07
```
Forces are in eV/Å.


(3)
Molecular formula: C28H41F4N3O7PS2
Method: DFT, ωB97M-V/def2-TZVPD

The strongest force on any atom comes out at 0.114 Eh/bohr. The value obtained for the total energy is -90327.983 eV. The value obtained for the gap between HOMO and LUMO is 5.7 eV. Its spin multiplicity is 1. As for the charge: -1.

The geometry in XYZ format:
```
86
Properties=species:S:1:pos:R:3:forces:R:3:lowdin_charge:R:1
C 6.597 0.286 1.596 -0.058 -0.410 -0.492 -0.14
C 6.316 0.787 0.083 0.862 -0.542 0.816 -0.25
C 6.485 2.367 -0.068 -0.597 -0.743 -0.008 -0.21
C 5.241 3.067 -0.835 1.366 0.118 0.807 -0.25
C 4.411 3.855 0.268 0.182 -1.758 0.010 -0.34
P 2.896 4.820 -0.373 2.569 3.815 0.722 0.48
O 1.764 4.191 0.825 -0.825 -2.148 -2.010 -0.30
C 0.730 3.442 0.163 -2.182 1.682 1.455 -0.32
C 0.135 2.352 1.138 -0.190 -0.401 0.381 -0.12
C -1.343 1.858 0.789 0.340 -1.126 0.588 -0.18
C -1.394 0.298 1.206 0.172 1.372 0.281 -0.22
S -3.019 -0.498 0.791 0.522 -2.565 -4.571 0.73
O -2.696 -1.925 0.415 -0.762 3.044 2.128 -0.36
O -3.646 0.166 -0.381 0.783 -0.416 3.669 -0.30
O -3.946 -0.460 2.180 1.555 0.552 -1.171 -0.19
C 1.042 3.116 -1.377 3.392 0.095 1.054 -0.36
C 1.179 1.632 -1.907 0.265 0.871 -1.688 -0.28
F 1.923 1.709 -3.114 -1.301 -0.227 1.627 0.04
F -0.075 1.104 -2.304 1.915 0.262 1.057 0.05
C 1.965 0.619 -0.978 -0.145 -1.171 -0.434 -0.19
F 2.841 1.196 -0.083 -1.471 -0.803 -1.408 0.08
F 2.700 -0.238 -1.833 -0.876 1.161 1.403 0.02
S -0.226 4.086 -2.368 -4.265 3.956 -0.729 0.76
C 0.008 3.879 -4.204 -0.191 -1.087 -0.210 -0.13
O -0.156 5.567 -2.122 1.145 -3.258 -0.479 -0.36
O -1.643 3.660 -2.085 2.987 -0.781 -0.309 -0.38
O 2.369 3.630 -1.568 -2.844 -1.198 -0.188 -0.29
H 7.661 -0.110 1.716 -1.334 0.550 -0.166 0.06
H 6.458 1.113 2.353 -0.034 -0.934 -0.842 0.06
H 5.886 -0.577 1.822 0.968 1.110 -0.039 0.06
H 5.299 0.401 -0.217 0.966 0.764 0.261 0.08
H 7.069 0.218 -0.557 -1.056 0.871 0.534 0.09
H 6.529 2.783 0.994 0.013 -0.346 -1.454 0.08
H 7.478 2.579 -0.564 -1.087 -0.150 0.449 0.10
H 5.727 3.771 -1.586 -0.994 -0.538 0.882 0.10
H 4.641 2.321 -1.434 0.618 0.759 0.819 0.08
H 4.056 3.155 1.104 0.692 0.551 -1.064 0.08
H 5.144 4.575 0.765 -1.170 -0.619 -0.790 0.08
H 3.319 5.835 0.599 -0.095 -0.078 -0.005 -0.03
H 3.793 5.307 -1.420 0.060 0.033 0.089 -0.01
H 2.020 5.888 -0.828 -0.774 -1.241 0.007 -0.01
H -0.129 4.201 0.106 0.750 -1.045 -0.149 0.14
H 0.781 1.432 1.293 -0.355 1.182 -0.342 0.10
H 0.074 2.844 2.165 0.309 -0.514 -1.422 0.13
H -1.615 1.885 -0.303 0.203 0.460 1.186 0.09
H -2.054 2.434 1.457 0.527 -0.624 -1.220 0.13
H -1.150 0.187 2.305 -0.424 -0.113 -1.108 0.11
H -0.613 -0.268 0.618 -1.256 0.355 0.584 0.09
H -3.336 -0.139 2.881 -0.564 -0.208 -0.313 0.08
H 1.205 -0.055 -0.467 1.115 0.928 -0.288 0.16
H -0.982 4.211 -4.659 1.331 -0.051 0.903 0.08
H 0.087 2.771 -4.456 0.155 1.450 0.448 0.06
H 0.892 4.465 -4.577 -0.960 -0.630 0.581 0.08
N 6.519 0.016 -3.823 -0.175 -0.279 -0.529 0.07
C 7.247 -0.324 -4.896 -0.170 0.166 0.448 -0.16
C 6.712 -0.881 -6.046 -0.079 -0.016 -0.001 -0.09
C 5.344 -1.104 -6.093 -0.067 -0.034 -0.052 -0.09
C 4.568 -0.762 -4.996 0.090 -0.055 -0.154 -0.07
C 5.199 -0.208 -3.893 0.436 0.215 0.317 -0.13
H 8.312 -0.134 -4.810 0.000 -0.019 -0.065 0.10
H 7.350 -1.133 -6.885 0.002 0.017 0.039 0.09
H 4.888 -1.538 -6.975 0.020 0.020 0.034 0.10
H 3.497 -0.922 -4.996 0.033 0.045 0.053 0.10
H 4.634 0.079 -3.014 -0.014 -0.009 -0.085 0.08
N -5.329 -5.591 4.091 0.223 0.360 -0.237 0.05
C -5.496 -5.340 2.784 0.039 -0.145 0.429 -0.17
C -4.779 -4.384 2.083 0.004 -0.004 0.056 -0.05
C -3.835 -3.639 2.771 0.201 0.153 0.094 -0.08
C -3.642 -3.877 4.124 -0.153 -0.100 -0.144 -0.07
C -4.408 -4.858 4.733 -0.319 -0.302 -0.041 -0.16
H -6.249 -5.947 2.290 0.031 0.028 -0.070 0.09
H -4.955 -4.226 1.026 0.030 0.017 0.038 0.11
H -3.255 -2.881 2.258 -0.106 -0.273 -0.012 0.06
H -2.913 -3.314 4.694 -0.018 -0.048 0.012 0.10
H -4.292 -5.083 5.788 0.031 0.041 -0.010 0.10
N -10.577 -6.983 3.002 0.069 0.527 0.112 0.05
C -9.349 -6.481 3.200 -0.375 -0.313 -0.101 -0.15
C -9.098 -5.152 3.502 -0.059 0.119 0.010 -0.07
C -10.178 -4.288 3.602 -0.002 0.072 0.015 -0.08
C -11.458 -4.781 3.400 0.102 0.023 0.020 -0.08
C -11.603 -6.127 3.106 0.259 -0.399 -0.060 -0.16
H -8.538 -7.195 3.108 0.040 0.066 0.042 0.10
H -8.085 -4.803 3.654 -0.028 -0.064 0.019 0.08
H -10.023 -3.240 3.836 0.002 -0.050 -0.016 0.11
H -12.324 -4.135 3.470 0.013 -0.046 -0.010 0.10
H -12.584 -6.560 2.943 -0.010 0.067 0.007 0.10
```
Forces are in eV/Å.